The following is a quantum chemistry calculation of a molecular structure, C36H96F6N9O24S6 at a distorted geometry, from the Open Molecules 2025 dataset.

Positions of all 177 atoms, in Å:
C (1.164, 7.662, 3.640)
O (0.600, 6.416, 3.398)
C (1.527, 5.532, 2.835)
C (0.738, 4.443, 2.194)
N (-0.427, 3.928, 3.039)
H (-0.898, 4.719, 3.537)
H (-1.186, 3.491, 2.513)
C (0.098, 3.080, 4.178)
C (-0.947, 2.806, 5.206)
O (-1.306, 4.147, 5.514)
C (-2.066, 4.452, 6.658)
H (0.492, 8.104, 4.393)
H (1.139, 8.223, 2.660)
H (2.201, 7.591, 3.942)
H (2.195, 5.193, 3.563)
H (2.060, 6.091, 2.090)
H (1.252, 3.489, 2.025)
H (0.268, 4.831, 1.239)
H (0.885, 3.684, 4.714)
H (0.640, 2.210, 3.785)
H (-0.545, 2.298, 6.059)
H (-1.737, 2.208, 4.700)
H (-1.604, 4.215, 7.612)
H (-2.983, 3.865, 6.558)
H (-2.245, 5.540, 6.502)
C (4.544, -10.088, 3.732)
O (3.309, -9.362, 3.838)
C (2.762, -9.268, 5.154)
C (1.470, -8.474, 5.061)
N (0.605, -9.112, 4.085)
H (1.042, -8.945, 3.144)
H (0.548, -10.129, 4.219)
C (-0.813, -8.591, 4.029)
C (-1.461, -9.355, 2.980)
O (-0.539, -9.477, 1.921)
C (-1.284, -9.750, 0.819)
H (4.500, -11.033, 4.289)
H (5.436, -9.516, 4.027)
H (4.529, -10.444, 2.659)
H (3.432, -8.867, 5.935)
H (2.522, -10.331, 5.519)
H (1.768, -7.467, 4.718)
H (1.019, -8.348, 6.072)
H (-0.628, -7.518, 3.871)
H (-1.363, -8.689, 4.978)
H (-2.447, -8.867, 2.825)
H (-1.821, -10.331, 3.222)
H (-2.046, -10.532, 0.935)
H (-0.696, -10.137, -0.012)
H (-1.828, -8.873, 0.430)
C (-2.156, 1.080, -7.283)
O (-2.272, 1.216, -5.905)
C (-2.291, 2.583, -5.503)
C (-2.506, 2.675, -4.029)
N (-3.948, 2.813, -3.601)
H (-4.500, 1.990, -3.809)
H (-4.023, 3.030, -2.589)
C (-4.650, 3.820, -4.545)
C (-5.592, 4.667, -3.742)
O (-6.142, 3.836, -2.684)
C (-6.911, 4.677, -1.835)
H (-2.878, 1.706, -7.860)
H (-2.257, 0.035, -7.472)
H (-1.165, 1.388, -7.617)
H (-3.066, 3.123, -6.080)
H (-1.306, 3.023, -5.727)
H (-2.020, 3.492, -3.535)
H (-2.098, 1.765, -3.476)
H (-5.151, 3.101, -5.187)
H (-3.910, 4.547, -4.982)
H (-6.385, 5.083, -4.459)
H (-5.017, 5.533, -3.318)
H (-7.702, 4.120, -1.361)
H (-7.394, 5.592, -2.366)
H (-6.317, 5.173, -1.033)
C (0.793, -2.477, -4.149)
O (0.687, -2.897, -5.488)
C (0.254, -1.929, -6.374)
C (0.214, -2.583, -7.776)
N (1.623, -3.051, -8.084)
H (2.296, -2.280, -8.175)
H (1.918, -3.606, -7.309)
C (1.714, -3.843, -9.358)
C (2.930, -4.740, -9.268)
O (3.960, -3.844, -8.860)
C (5.397, -4.151, -8.947)
H (1.252, -3.263, -3.515)
H (-0.115, -2.164, -3.632)
H (1.479, -1.605, -4.102)
H (0.979, -1.140, -6.543)
H (-0.746, -1.616, -6.158)
H (-0.159, -1.915, -8.584)
H (-0.356, -3.522, -7.748)
H (1.903, -3.143, -10.159)
H (0.839, -4.453, -9.528)
H (3.104, -5.205, -10.216)
H (2.801, -5.541, -8.581)
H (5.596, -5.160, -8.462)
H (5.966, -3.352, -8.592)
H (5.663, -4.316, -9.999)
C (-6.214, -4.007, 0.899)
O (-5.501, -3.024, 1.651)
C (-5.004, -1.965, 0.847)
C (-3.579, -1.878, 1.161)
N (-3.506, -1.671, 2.712)
H (-4.287, -2.235, 3.074)
H (-2.672, -2.172, 3.129)
C (-3.619, -0.208, 3.147)
C (-4.078, -0.033, 4.513)
O (-5.414, -0.474, 4.613)
C (-6.130, -0.174, 5.814)
H (-5.573, -4.558, 0.256)
H (-7.057, -3.569, 0.316)
H (-6.588, -4.718, 1.655)
H (-5.573, -1.016, 1.127)
H (-5.137, -2.004, -0.267)
H (-3.150, -0.962, 0.672)
H (-2.925, -2.709, 0.981)
H (-4.246, 0.337, 2.412)
H (-2.637, 0.289, 2.978)
H (-3.921, 1.071, 4.733)
H (-3.395, -0.578, 5.203)
H (-7.226, -0.251, 5.741)
H (-6.028, 0.893, 6.116)
H (-5.809, -0.744, 6.694)
C (8.914, 2.649, 2.633)
O (8.066, 3.502, 2.000)
C (6.710, 3.246, 2.327)
C (5.898, 4.483, 2.084)
N (6.092, 4.800, 0.647)
H (7.083, 4.864, 0.406)
H (5.645, 4.097, -0.004)
C (5.445, 6.146, 0.236)
C (4.737, 6.027, -1.098)
O (5.609, 5.307, -1.937)
C (5.713, 5.987, -3.248)
H (9.084, 1.717, 2.081)
H (8.579, 2.208, 3.542)
H (9.800, 3.219, 2.734)
H (6.538, 2.878, 3.351)
H (6.316, 2.415, 1.691)
H (6.299, 5.295, 2.624)
H (4.849, 4.361, 2.161)
H (6.283, 6.850, 0.217)
H (4.667, 6.354, 0.937)
H (4.588, 7.093, -1.430)
H (3.826, 5.443, -0.982)
H (6.116, 5.195, -3.848)
H (6.408, 6.861, -3.260)
H (4.740, 6.212, -3.731)
N (1.476, 1.872, 0.533)
S (0.310, 1.218, -0.291)
O (-0.750, 0.718, 0.551)
O (0.897, 0.346, -1.196)
F (-0.398, 2.368, -1.043)
S (2.872, 2.212, -0.154)
O (3.430, 3.277, 0.614)
O (2.896, 2.595, -1.511)
F (3.852, 1.032, 0.061)
N (-1.913, 4.508, 0.182)
S (-3.108, 3.633, 0.536)
O (-2.895, 2.936, 1.800)
O (-3.686, 2.926, -0.582)
F (-4.172, 4.668, 0.905)
S (-1.598, 5.296, -1.100)
O (-2.809, 5.289, -1.967)
O (-0.331, 5.110, -1.620)
F (-1.548, 6.808, -0.432)
N (-0.743, -2.186, 3.764)
S (0.191, -1.099, 4.255)
O (-0.038, 0.132, 3.628)
O (1.534, -1.490, 4.572)
F (-0.489, -0.766, 5.742)
S (-0.488, -3.432, 2.825)
O (0.652, -3.496, 2.031)
O (-1.772, -3.808, 2.216)
F (-0.311, -4.502, 3.968)

Output
HOMO-LUMO gap in eV: 9.6
Energy in eV: -182724.3638
LUMO energy in eV: -4.704
Energy relative to the best compared isomer or geometry (same formula, charge and spin) in kcal per mole: 32.8
Charge: +3